1.
25
Properties=species:S:1:pos:R:3:nbo_charge:R:1 method="wB97M-V/def2-TZVPD" relative_energy_kcal_mol=65.0 homo_energy_ev=-13.133 orbital_gap_ha=0.3676 e_lumo_ha=-0.115 smiles="C=CC[N@@H+](C)[C@@H](I)[C@H](C)O" e_tot_ha=-703.0379 total_charge=+1
C 2.7236 1.9031 0.1632 -0.33
C 1.4835 2.3153 -0.0116 -0.25
C 0.3584 1.3346 0.1967 -0.26
N 0.3004 0.1998 -0.8746 -0.44
C 1.5952 -0.7415 -1.0595 -0.39
C -1.1466 -0.2781 -1.0012 -0.22
I -1.2843 -1.2743 -2.9281 0.17
C -1.7399 -1.5044 0.3152 0.17
C -3.0815 -1.1299 0.7711 -0.70
O -0.7531 -1.2945 1.2605 -0.71
H 3.6461 2.4182 -0.2123 0.23
H 2.9579 1.0575 0.7524 0.20
H 1.2526 3.3166 -0.5480 0.24
H -0.6142 1.9159 0.2224 0.23
H 0.4482 0.8010 1.1391 0.24
H 0.3993 0.6889 -1.8109 0.44
H 1.7544 -1.2961 -0.1363 0.24
H 1.2516 -1.4052 -1.8287 0.24
H 2.4482 -0.0653 -1.3052 0.25
H -1.7152 0.6656 -0.9091 0.22
H -1.7176 -2.6109 -0.0518 0.22
H -3.0806 -0.0407 1.1537 0.22
H -3.9645 -1.4527 0.1629 0.27
H -3.2450 -1.7147 1.7430 0.25
H -1.1552 -0.8574 1.9431 0.47

2.
11
Properties=species:S:1:pos:R:3:nbo_charge:R:1 method="wB97M-V/def2-TZVPD" relative_energy_kcal_mol=10.6 homo_energy_ev=-8.303 orbital_gap_ha=0.3472 e_lumo_ha=0.042 smiles=Nc1cc[nH]n1 e_tot_ha=-281.5732
N -1.9831 -0.3672 0.2883 -0.81
C -0.6099 -0.2131 0.1029 0.30
C 0.1076 1.0079 -0.0110 -0.39
C 1.4206 0.6180 -0.1163 -0.03
N 1.4304 -0.7325 -0.0848 -0.35
N 0.1948 -1.2626 0.0722 -0.33
H -2.5312 0.3545 -0.1589 0.37
H -2.3016 -1.2897 0.0199 0.38
H -0.2827 2.0157 0.0118 0.23
H 2.3318 1.1881 -0.2370 0.22
H 2.2233 -1.3191 0.1128 0.40

3.
14
Properties=species:S:1:pos:R:3:nbo_charge:R:1 method="wB97M-V/def2-TZVPD" relative_energy_kcal_mol=98.1 homo_energy_ev=-9.256 orbital_gap_ha=0.3794 e_lumo_ha=0.039 smiles="C=C=CC.C#C" e_tot_ha=-233.2307
C -0.2130 -1.8124 -0.7809 -0.47
C 0.6472 -0.8922 -0.7185 0.08
C 1.6075 -0.0216 -0.6041 -0.27
C 1.5013 1.0970 0.3813 -0.63
H -1.1596 -1.7717 -1.1773 0.22
H -0.0612 -2.7541 -0.1279 0.21
H 2.4519 0.1327 -1.4666 0.22
H 2.4636 1.3772 0.6278 0.21
H 0.8648 0.7377 1.2092 0.22
H 1.1017 1.9560 -0.0446 0.20
C -2.6115 0.0142 0.9014 -0.23
C -1.9309 0.9484 0.4862 -0.21
H -3.3360 -0.7334 0.9454 0.23
H -1.3258 1.7222 0.3686 0.21

4.
13
Properties=species:S:1:pos:R:3:nbo_charge:R:1 method="wB97M-V/def2-TZVPD" relative_energy_kcal_mol=88.9 homo_energy_ev=-9.046 orbital_gap_ha=0.3753 e_lumo_ha=0.043 smiles=C[C@H]1CCO1 e_tot_ha=-232.3039
C -0.8541 -0.4027 1.3813 -0.74
C -0.6338 -0.2087 -0.3812 0.17
C 0.2899 0.9970 -0.5526 -0.56
C 1.3196 -0.0357 -1.0481 -0.06
O 0.3267 -1.0898 -0.8998 -0.52
H -1.1415 -1.4409 1.4316 0.22
H -0.0043 -0.2856 2.1139 0.22
H -1.6640 0.2313 1.8001 0.21
H -1.6502 -0.3131 -0.7503 0.18
H 0.0825 1.9282 -1.1068 0.23
H 0.0954 0.8366 0.5581 0.29
H 2.1828 -0.2212 -0.3923 0.17
H 1.6784 0.0037 -2.0907 0.18

5.
25
Properties=species:S:1:pos:R:3:mulliken_spin:R:1 method="wB97M-V/def2-TZVPD" relative_energy_kcal_mol=0.0 homo_energy_ev="-9.011 / -8.998" orbital_gap_ha="0.3326 / 0.1599" s_squared=0.75 e_lumo_ha="0.001 / -0.171" e_tot_ha=-973.4860 spin_multiplicity=2
I -3.0699 -0.2393 -0.0241 1.01
C 0.0418 -0.9938 -3.7236 -0.01
O -0.5239 -0.6728 -4.7501 0.00
N 1.2797 -1.2920 -3.7653 0.00
N -0.4180 -0.8983 -2.5361 -0.01
H 1.8228 -1.5408 -2.9508 0.00
H 1.8143 -1.0736 -4.5939 0.00
H 0.2663 -1.3296 -1.9313 0.00
H -1.3225 -0.7419 -2.1146 0.00
C 1.3509 -1.5114 0.5956 0.00
O 1.3094 -1.8262 -0.5759 0.00
N 0.3651 -1.0717 1.3858 0.00
N 2.4919 -1.3734 1.2564 0.00
H -0.5393 -0.9152 0.9643 -0.01
H 0.4257 -1.4288 2.3286 0.00
H 3.3845 -1.4260 0.7867 0.00
H 2.4190 -1.1490 2.2385 0.00
C -1.1037 2.8060 2.5461 0.00
O -0.5029 3.5222 3.3072 0.00
N -1.2798 1.4868 2.7035 0.00
N -1.6630 3.1548 1.4218 0.00
H -1.7393 1.0129 1.9390 -0.01
H -0.9734 0.9614 3.5098 0.00
H -2.0904 2.4262 0.8681 0.01
H -1.7452 4.1134 1.1145 0.00

6.
134
Properties=species:S:1:pos:R:3:mulliken_charge:R:1 method="wB97M-V/def2-TZVPD" relative_energy_kcal_mol=1.6 homo_energy_ev=-2.301 orbital_gap_ha=0.2267 e_lumo_ha=0.142 e_tot_ha=-3868.6110 total_charge=-2
Ca -0.8701 -0.7255 -0.1334 1.92
O -4.7572 1.5520 -1.9574 -0.94
C -4.0649 0.9538 -1.0930 -0.30
N -3.0516 0.1318 -1.2396 -0.07
C -2.6577 -0.0493 -2.6232 -1.02
C -2.3260 -1.4922 -2.9179 0.74
C -2.6194 -2.0498 -4.1625 -0.93
C -2.2433 -3.3534 -4.4342 -0.51
C -1.5884 -4.0824 -3.4520 -1.12
C -1.3402 -3.4604 -2.2384 -0.18
N -1.6932 -2.2038 -1.9803 0.68
C -4.4835 1.1849 0.3611 0.60
C -5.5836 2.0080 0.6153 -0.76
C -6.0042 2.1754 1.9228 -0.48
C -5.3212 1.5211 2.9395 -0.84
C -4.2238 0.7440 2.5906 -0.54
N -3.8038 0.5909 1.3400 0.57
H -1.7419 0.5258 -2.8361 -0.37
H -3.4196 0.2914 -3.3289 0.51
H -3.1365 -1.4463 -4.8975 0.45
H -2.4586 -3.7974 -5.4000 0.38
H -1.2681 -5.1033 -3.6112 0.48
H -0.8230 -3.9823 -1.4362 0.38
H -6.0700 2.4650 -0.2358 0.55
H -6.8584 2.8056 2.1495 0.37
H -5.6217 1.6059 3.9770 0.51
H -3.6449 0.2168 3.3471 0.57
C 6.0606 -1.9309 -1.1043 -1.85
C 4.7361 -1.8714 -1.8438 1.12
C 4.8717 -2.2257 -3.3168 -1.76
O 4.1880 -0.5759 -1.6825 -0.29
C 2.8272 -0.6595 -1.2075 -0.35
C 2.5491 -2.1602 -1.0929 -0.22
O 3.8519 -2.7638 -1.2158 -0.20
C 1.9195 -2.6149 0.2700 1.67
O 0.8364 -1.8563 0.5582 -0.69
C 1.4820 -4.0967 0.1610 -0.77
C 2.0330 -5.0297 -0.7157 0.14
C 1.5227 -6.3224 -0.7964 -0.98
C 0.4573 -6.7075 0.0042 -0.65
C -0.0956 -5.7846 0.8852 -0.62
C 0.4091 -4.4946 0.9592 -0.24
C 3.0014 -2.4702 1.3691 0.29
C 2.9895 -1.3063 2.1334 0.07
C 3.9451 -1.0800 3.1151 -0.83
C 4.9266 -2.0302 3.3680 -0.63
C 4.9340 -3.2055 2.6295 -0.86
C 3.9821 -3.4196 1.6400 0.05
C 1.8649 0.1758 -2.1132 1.69
O 0.5737 -0.0204 -1.7375 0.03
C 2.0759 -0.2231 -3.5896 -0.56
C 1.2126 -1.1564 -4.1532 0.34
C 1.3738 -1.5755 -5.4685 -0.79
C 2.3891 -1.0438 -6.2526 -0.71
C 3.2368 -0.0861 -5.7088 -0.74
C 3.0832 0.3144 -4.3890 0.12
C 2.2034 1.6807 -1.9632 -0.11
C 1.3574 2.5818 -2.6117 -0.48
C 1.5259 3.9489 -2.4828 -0.41
C 2.5469 4.4558 -1.6827 -0.69
C 3.3893 3.5743 -1.0267 -1.00
C 3.2239 2.1974 -1.1720 -0.21
H 6.7739 -1.2323 -1.5469 0.34
H 6.4770 -2.9397 -1.1504 0.33
H 5.8880 -1.6654 -0.0609 0.38
H 5.4941 -1.4962 -3.8383 0.33
H 3.8926 -2.2430 -3.7954 0.34
H 5.3286 -3.2152 -3.4071 0.41
H 2.7866 -0.2160 -0.2112 0.54
H 1.9051 -2.4977 -1.9126 0.39
H 2.8576 -4.7418 -1.3553 0.39
H 1.9584 -7.0247 -1.4994 0.42
H 0.0535 -7.7119 -0.0663 0.35
H -0.9462 -6.0478 1.5040 0.42
H -0.0592 -3.7643 1.6083 0.11
H 2.1889 -0.6016 1.9529 -0.11
H 3.9144 -0.1594 3.6892 0.46
H 5.6721 -1.8598 4.1371 0.37
H 5.6851 -3.9648 2.8201 0.38
H 4.0050 -4.3365 1.0648 0.40
H 0.4021 -1.5318 -3.5398 -0.23
H 0.6899 -2.3115 -5.8779 0.45
H 2.5135 -1.3613 -7.2821 0.36
H 4.0260 0.3476 -6.3137 0.37
H 3.7527 1.0554 -3.9684 0.46
H 0.5284 2.1847 -3.1854 0.26
H 0.8372 4.6190 -2.9842 0.43
H 2.6785 5.5272 -1.5737 0.39
H 4.1897 3.9482 -0.3963 0.41
H 3.9125 1.5326 -0.6662 0.47
C 0.1335 1.0033 3.1485 -1.63
N -0.7436 0.0741 2.4368 1.49
C -1.1046 -0.9592 3.1157 -0.85
C -1.8976 -2.0440 2.6283 -0.36
C -2.4488 -3.0833 3.3971 -0.80
C -3.1531 -3.8863 2.4938 -1.31
C -2.9699 -3.2860 1.2340 -0.60
N -2.2221 -2.1818 1.3062 0.58
C -0.5704 1.7784 4.2414 0.25
C 0.0210 1.9291 5.4926 -0.46
C -0.6238 2.6154 6.5147 -0.70
C -1.8845 3.1503 6.2997 -0.68
C -2.4893 2.9945 5.0581 -0.77
C -1.8359 2.3225 4.0361 0.56
H 0.5592 1.6960 2.4139 0.45
H 0.9936 0.4906 3.5951 0.45
H -0.7951 -1.0592 4.1667 0.08
H -2.3430 -3.2152 4.4658 0.48
H -3.7175 -4.7830 2.7070 0.43
H -3.3507 -3.6202 0.2757 0.47
H 0.9958 1.4861 5.6674 0.43
H -0.1457 2.7120 7.4828 0.37
H -2.4019 3.6728 7.0959 0.39
H -3.4876 3.3799 4.8869 0.42
H -2.3351 2.1690 3.0853 0.29
C -3.5071 5.1615 2.0719 -1.01
C -3.0226 6.2102 1.0813 0.97
C -4.0174 6.3905 -0.0617 -1.70
C -1.6065 5.8885 0.5915 -1.48
N -1.5224 4.6618 -0.1823 0.96
C -1.2016 3.4100 0.1850 -0.95
N -1.2775 2.6300 -0.8611 0.86
N -1.6665 3.4225 -1.8835 -0.27
N -1.8271 4.6324 -1.4913 -0.87
H -4.4947 5.4186 2.4603 0.49
H -2.8205 5.0656 2.9171 0.30
H -3.6032 4.1818 1.5997 -0.16
H -2.9256 7.1668 1.6114 0.35
H -4.1914 5.4483 -0.5822 0.27
H -3.6651 7.1112 -0.8028 0.40
H -4.9753 6.7390 0.3320 0.48
H -0.9351 5.7641 1.4426 0.39
H -1.2109 6.6864 -0.0365 0.40
H -0.9283 3.1186 1.1877 0.41

7.
49
Properties=species:S:1:pos:R:3:nbo_charge:R:1 method="wB97M-V/def2-TZVPD" relative_energy_kcal_mol=167.6 homo_energy_ev=-8.516 orbital_gap_ha=0.3281 e_lumo_ha=0.015 smiles=COc1cccc(Cc2noc(-c3cccnc3OC3CCNCC3)n2)c1 e_tot_ha=-1219.9136
C -4.8342 -1.9823 0.1013 -0.25
O -4.6824 -3.2596 -0.6122 -0.53
C -3.4954 -3.8821 -0.5924 0.28
C -3.4344 -5.1413 -0.1202 -0.27
C -2.1905 -5.9156 -0.1191 -0.19
C -0.9993 -5.2102 -0.5572 -0.23
C -1.0907 -3.9516 -1.0873 -0.01
C 0.2006 -3.2899 -1.6251 -0.44
C 0.5120 -2.1257 -0.6460 0.33
N 1.4204 -2.1249 0.3115 -0.16
O 1.3418 -0.8577 0.9305 -0.28
C 0.2702 -0.2300 0.3778 0.54
C -0.3654 1.0750 0.6092 -0.21
C -1.6990 1.0250 0.8935 -0.09
C -2.4133 2.1299 1.2300 -0.30
C -1.7224 3.2973 1.2519 0.08
N -0.4298 3.3335 1.1162 -0.49
C 0.2947 2.2510 0.8138 0.55
O 1.5861 2.1993 0.6522 -0.48
C 2.3561 3.3773 1.0591 0.10
C 3.7879 2.9948 1.2962 -0.43
C 4.4045 2.1283 0.2630 -0.21
N 4.2664 3.0502 -0.8856 -0.65
C 3.0595 3.7624 -1.2781 -0.21
C 2.4250 4.3304 -0.1292 -0.44
N -0.2790 -1.0439 -0.5806 -0.53
C -2.3595 -3.3254 -1.1852 -0.26
H -4.8519 -1.2340 -0.7128 0.18
H -5.7893 -2.0068 0.5770 0.20
H -3.9744 -1.7762 0.7285 0.19
H -4.4472 -5.5014 0.0763 0.23
H -2.0578 -7.0403 0.2012 0.23
H -0.0631 -5.6633 -0.4783 0.21
H 0.0589 -2.7800 -2.6215 0.24
H 1.0497 -3.8914 -1.6863 0.23
H -2.2455 0.1522 0.7094 0.22
H -3.4009 1.9887 1.5859 0.22
H -2.2161 4.2151 1.4431 0.19
H 2.0349 3.9156 1.9559 0.21
H 4.3292 3.9416 1.5224 0.22
H 3.8387 2.4520 2.1928 0.21
H 3.9410 1.2241 0.0835 0.18
H 5.4861 1.9126 0.4535 0.20
H 4.5719 2.4859 -1.6590 0.35
H 2.4542 3.1245 -1.8799 0.17
H 3.3465 4.5205 -1.9958 0.20
H 1.4016 4.6566 -0.4378 0.23
H 3.1222 5.0745 0.2125 0.21
H -2.5185 -2.3846 -1.7585 0.23

8.
17
Properties=species:S:1:pos:R:3:nbo_charge:R:1 method="wB97M-V/def2-TZVPD" relative_energy_kcal_mol=0.0 homo_energy_ev=-9.321 orbital_gap_ha=0.3541 e_lumo_ha=0.012 smiles="Cc1csc(C(=O)O)c1N" e_tot_ha=-836.2640
C -3.0342 0.7594 -0.0030 -0.63
C -1.7803 0.0288 -0.0344 -0.10
C -1.6752 -1.3447 0.0113 -0.39
S -0.0284 -1.8062 0.0574 0.53
C 0.5555 -0.1937 -0.0664 -0.36
C 2.0000 0.1007 -0.0170 0.76
O 2.8899 -0.6885 -0.0937 -0.56
O 2.2701 1.3935 0.1064 -0.68
C -0.5253 0.6827 -0.0702 0.13
N -0.2545 2.1522 -0.0019 -0.87
H -3.9339 0.0722 -0.2334 0.23
H -3.2920 1.2897 0.9732 0.23
H -2.9623 1.5267 -0.8049 0.22
H -2.4650 -2.0202 0.0089 0.24
H 1.4446 1.8881 0.0265 0.50
H -0.4849 2.6278 0.8830 0.40
H -0.5945 2.6101 -0.7833 0.38

9.
51
Properties=species:S:1:pos:R:3:nbo_charge:R:1 method="wB97M-V/def2-TZVPD" relative_energy_kcal_mol=0.0 homo_energy_ev=-9.199 orbital_gap_ha=0.3206 e_lumo_ha=-0.017 e_tot_ha=-1517.2904
C -0.3990 3.8540 -2.2911 -0.62
C -0.7760 3.3917 -0.8775 -0.39
C -2.2768 3.2483 -0.6667 -0.38
C -2.6359 2.5891 0.6596 -0.40
C -2.1231 1.1458 0.7935 -0.39
C -1.2225 0.8878 2.0150 -0.40
C -0.1575 -0.2007 1.7804 -0.40
C 1.2546 0.2233 2.1906 -0.40
C 1.9354 0.8183 0.9492 -0.40
C 2.8571 -0.2875 0.3956 -0.43
C 2.7630 -0.5662 -1.0909 -0.20
N 1.5596 -1.4176 -1.2773 -0.30
C 1.6724 -2.7563 -1.1897 0.16
C 0.5785 -3.5782 -1.3086 -0.25
C -0.6686 -3.0115 -1.5437 0.41
O -1.7638 -3.8009 -1.6448 -0.67
C -0.7776 -1.6221 -1.6157 -0.27
C 0.3529 -0.8556 -1.4829 0.07
H 0.2052 4.7565 -2.2532 0.21
H -1.2796 4.0751 -2.8872 0.21
H 0.2026 3.1176 -2.8187 0.20
H -0.3244 2.4182 -0.6895 0.18
H -0.3470 4.0559 -0.1302 0.20
H -2.7169 4.2457 -0.6937 0.20
H -2.6929 2.6791 -1.4996 0.19
H -3.7197 2.5875 0.7535 0.21
H -2.2469 3.2029 1.4711 0.20
H -1.6143 0.8177 -0.1120 0.17
H -2.9920 0.5001 0.9061 0.21
H -1.8476 0.5631 2.8400 0.22
H -0.7268 1.8244 2.2692 0.19
H -0.4034 -1.0670 2.3871 0.24
H -0.1474 -0.5428 0.7506 0.18
H 1.2385 0.8990 3.0411 0.20
H 1.8064 -0.6687 2.4691 0.22
H 2.5018 1.7228 1.1622 0.21
H 1.1723 1.1189 0.2361 0.18
H 2.6615 -1.2185 0.9223 0.25
H 3.8847 -0.0115 0.6269 0.22
H 2.6855 0.3199 -1.7116 0.21
H 3.6253 -1.1330 -1.4259 0.22
H 2.6503 -3.1619 -0.9958 0.24
H 0.6864 -4.6456 -1.2244 0.27
H -2.0360 -3.9191 -2.5602 0.50
H -1.7422 -1.1735 -1.7836 0.25
H 0.3051 0.2177 -1.5274 0.23
O -0.9842 -3.3332 1.1742 -0.88
Cl 0.2001 -3.9423 1.7470 2.54
O 1.3701 -3.2692 1.1777 -0.93
O 0.2502 -5.3383 1.4098 -0.85
O 0.2026 -3.7593 3.1738 -0.84

10.
11
Properties=species:S:1:pos:R:3:nbo_charge:R:1 method="wB97M-V/def2-TZVPD" relative_energy_kcal_mol=189.4 homo_energy_ev=-9.358 orbital_gap_ha=0.3156 e_lumo_ha=-0.028 e_tot_ha=-430.6192
C -1.5694 1.0129 -1.7328 0.07
C 0.2384 -1.0311 -0.3365 0.05
C 0.2380 0.0297 0.5326 -0.25
N -1.0828 -0.0631 -1.7201 0.01
N -0.5442 -1.1594 -1.4647 -0.31
N 0.9993 0.0275 1.7362 0.53
O 1.0042 1.0154 2.4148 -0.40
O 1.5589 -0.9712 1.9899 -0.39
H -1.3085 2.0191 -1.8586 0.25
H 0.8537 -1.8052 -0.2120 0.22
H -0.3876 0.9255 0.6510 0.23

11.
61
Properties=species:S:1:pos:R:3:nbo_charge:R:1 method="wB97M-V/def2-TZVPD" relative_energy_kcal_mol=161.1 homo_energy_ev=-9.790 orbital_gap_ha=0.3543 e_lumo_ha=-0.005 e_tot_ha=-1414.3539
C -2.9371 -0.0011 1.1874 -0.64
C -2.0348 -1.1696 0.7485 -0.43
C -0.6379 -0.6286 0.3054 -0.27
N 2.1139 -0.7847 -0.8878 -0.88
C 0.9234 -1.4549 -1.2903 0.33
N -0.2775 -1.4824 -0.8197 -0.60
H -3.1062 0.8224 0.3325 0.20
H -4.0905 -0.3951 1.3135 0.23
H -2.6018 0.6698 2.0467 0.23
H -1.9647 -1.7901 1.6170 0.22
H -2.4116 -1.8145 -0.2373 0.23
H 0.1109 -0.5322 1.1374 0.20
H -0.8301 0.3458 -0.1636 0.16
H 3.0389 -0.9838 -1.2285 0.41
H 2.0590 -0.0558 -0.0730 0.41
H 1.1504 -1.9631 -2.3632 0.18
H -0.2567 -3.2848 -0.1819 0.49
H 0.4846 -4.5017 0.3999 0.47
O -0.1990 -4.2625 -0.0976 -0.98
H 2.7884 -2.6868 1.8119 0.51
H 1.8767 -3.7411 2.3306 0.45
O 2.2662 -3.5052 1.5715 -0.98
H 0.1258 0.8748 4.5582 0.47
H 0.1385 1.2858 3.2356 0.47
O -0.3125 0.6933 3.6514 -0.92
H -2.3097 -4.1305 -1.4215 0.50
H -1.2504 -3.5902 -2.4925 0.47
O -2.1855 -3.5198 -2.2516 -0.97
H -0.4105 0.7810 -3.2778 0.48
H 0.0307 1.1482 -4.6755 0.49
O 0.3436 0.7416 -3.8553 -0.96
H 1.1470 1.0225 -2.0711 0.53
H 0.9698 1.7468 -0.6481 0.48
O 1.3261 1.8131 -1.4917 -0.99
H 4.4735 2.6717 -0.6624 0.47
H 2.8874 2.5379 -0.9416 0.51
O 3.6014 2.7919 -0.3098 -1.00
H -1.8880 4.5958 -0.7140 0.48
H -1.9933 3.0952 -0.5611 0.47
O -1.9127 3.9393 -0.0384 -0.95
H 2.6562 -0.6636 2.9400 0.50
H 2.8374 -1.6874 4.0483 0.49
O 2.8961 -1.5430 3.1373 -0.97
H -1.7647 -1.2467 -2.4714 0.50
H -1.7758 -1.4509 -3.8974 0.48
O -1.9797 -0.8094 -3.2606 -0.97
H -3.4277 0.4765 -2.6905 0.49
H -3.4069 1.7840 -3.1128 0.45
O -4.0122 1.3040 -2.5927 -0.94
H 2.7348 1.9280 2.0608 0.52
H 3.4015 0.7663 1.1921 0.48
O 2.7247 0.9097 1.7686 -0.97
H -0.3669 2.5120 1.5405 0.51
H 0.5186 3.5694 2.3521 0.49
O 0.2793 2.7016 2.1924 -0.98
H -0.1887 3.0133 -2.2415 0.48
H 0.1133 4.4405 -2.5292 0.47
O -0.5444 3.8060 -2.4288 -0.96
H 0.4742 -2.4047 3.1333 0.46
H 0.1547 -0.9451 3.5279 0.48
O 0.4304 -1.7589 3.8398 -0.98

12.
9
Properties=species:S:1:pos:R:3:nbo_charge:R:1 method="wB97M-V/def2-TZVPD" relative_energy_kcal_mol=56.2 homo_energy_ev=-9.249 orbital_gap_ha=0.3041 e_lumo_ha=-0.036 smiles="S=Cc1conn1" e_tot_ha=-698.3516
S -2.5281 0.1343 -0.9761 0.08
C -1.1556 0.8643 -0.6487 -0.31
C 0.0180 0.3227 0.0774 -0.11
C 0.1965 -1.0331 0.4916 0.26
O 1.3576 -1.1801 0.9790 -0.34
N 2.1338 0.1321 0.7031 0.13
N 1.3096 0.8064 0.1065 -0.14
H -0.8197 1.7350 -1.2122 0.21
H -0.5121 -1.7816 0.4794 0.22